# 1
This record from the OMol25 dataset describes a structure of composition C22H22BN9O2Re. The level of theory is ωB97M-V/def2-TZVPD.

Values from the calculation:
HOMO (alpha / beta), eV: -14.8 / -15.0
HOMO-LUMO gap (alpha / beta), eV: 6.267 / 6.747
Total charge: +2
Spin multiplicity: 2
Energy relative to the best compared isomer or geometry (same formula, charge and spin), eV: 0.570

Atoms and positions in Å:
Re 0.343923 0.678952 -0.055471
C 0.022785 1.125291 4.172537
C 0.769194 1.097444 3.011607
N -0.021168 0.789665 1.963613
N -1.280975 0.647764 2.449059
C -1.272760 0.835844 3.768642
B -2.413159 0.280786 1.479695
N -2.484000 1.416633 0.415758
C -3.497038 2.169393 0.015637
C -3.061011 3.031606 -0.995061
C -1.733979 2.730029 -1.165745
N -1.368628 1.744687 -0.302946
N -1.952130 -0.998441 0.735484
C -2.466766 -2.215878 0.623078
C -1.634752 -2.995667 -0.183668
C -0.607550 -2.161438 -0.552058
N -0.803991 -0.941891 0.010187
H 0.366947 1.333212 5.168945
H 1.817008 1.295511 2.872801
H -2.183528 0.764933 4.339680
H -3.453004 0.134424 2.032581
H -4.472031 2.055417 0.461219
H -3.643360 3.763497 -1.525328
H -1.019808 3.157517 -1.850163
H -3.391388 -2.469321 1.115773
H -1.773090 -4.024444 -0.463382
H 0.256929 -2.347432 -1.167916
C 2.904757 6.965669 -4.013898
C 2.403468 5.588254 -3.734109
C 2.316159 5.110827 -2.419702
C 1.881844 3.838318 -2.137491
C 1.884100 3.400174 -0.696973
C 1.507901 2.987953 -3.223559
C 1.087959 1.657582 -3.049120
O 0.814169 1.087759 -1.958670
C 1.599833 3.461266 -4.572766
C 1.240321 2.615982 -5.765616
C 2.037412 4.749217 -4.787442
H 3.021751 7.551556 -3.105983
H 2.233365 7.489289 -4.695192
H 3.875048 6.905494 -4.512702
H 2.618213 5.759314 -1.607636
H 2.477780 4.082469 -0.092617
H 2.349763 2.417517 -0.578547
H 0.874346 3.405493 -0.269618
H 0.986604 1.026864 -3.932213
H 2.007256 1.861648 -5.954889
H 1.177769 3.241310 -6.652423
H 0.282227 2.109705 -5.657491
H 2.101799 5.122907 -5.801212
O 2.078235 -0.078059 0.190812
N 2.890106 -0.854812 0.897854
C 3.742661 -0.256085 1.640322
C 3.790873 1.177516 1.781942
N 3.764358 2.321261 1.865740
C 4.680042 -1.059736 2.370745
N 5.453861 -1.666029 2.960274

Atomic forces in eV per Å
Re 0.1 -0.7 0.4
C 0.0 0.0 0.0
C 0.0 0.0 0.1
N 0.0 0.1 0.0
N 0.0 -0.2 0.0
C 0.0 0.1 0.0
B 0.0 0.1 0.0
N 0.0 0.0 0.0
C 0.0 0.0 0.1
C 0.1 0.0 -0.1
C -0.1 0.1 0.0
N 0.2 -0.1 0.0
N 0.0 0.1 0.0
C 0.0 -0.1 0.0
C 0.0 0.0 0.0
C 0.0 0.0 0.0
N 0.2 0.2 0.0
H 0.0 0.0 0.0
H -0.2 0.0 0.1
H 0.0 0.0 0.0
H 0.0 0.0 0.0
H 0.0 0.0 0.0
H 0.0 0.0 0.0
H 0.0 0.0 0.0
H 0.0 0.0 0.0
H 0.0 0.0 0.0
H 0.0 0.0 0.0
C 0.0 0.0 0.0
C 0.0 0.0 0.0
C 0.0 0.0 0.0
C 0.0 0.0 0.0
C 0.1 0.0 0.0
C 0.0 0.1 -0.1
C 0.0 -0.1 0.0
O -0.1 0.0 -0.3
C 0.0 0.0 0.0
C 0.0 0.0 0.0
C 0.0 0.0 0.0
H 0.0 0.0 0.0
H 0.0 0.0 0.0
H 0.0 0.0 0.0
H 0.0 0.0 0.0
H 0.0 0.0 0.0
H 0.0 0.0 0.0
H 0.0 0.0 0.0
H 0.0 0.0 0.0
H 0.0 0.0 0.0
H 0.0 0.0 0.0
H 0.0 0.0 0.0
H 0.0 0.0 0.0
O 0.0 1.1 -0.3
N -0.4 -0.6 0.1
C 0.1 0.0 0.1
C 0.2 -0.1 -0.2
N 0.0 0.1 0.0
C 0.0 0.0 -0.1
N 0.0 0.0 0.1

---

# 2
This record from the OMol25 dataset describes a cluster of 8 separate species, C45H102Br2INO16P2S in total. The level of theory is ωB97M-V/def2-TZVPD.

Values from the calculation:
SMILES: [H]/N=C/C[C@](CCCCO)(CCCCCOC)O[C@@](COCC)(P(O)Br)[C@](I)(C=C)O[C@](Br)(COCC)P(O)(O)=S.CC(C)O.CC(C)O.CC(C)O.CC(C)O.CC(C)O.CC(C)O.CC(C)O
HOMO, eV: -8.5
HOMO-LUMO gap, eV: 8.767
Total charge: 0
Energy relative to the best compared isomer or geometry (same formula, charge and spin), eV: 0.598

Atoms and positions in Å:
H 2.410470 0.236734 -4.527054
N 1.976820 0.817366 -3.811388
C 0.711232 0.756625 -3.911621
C -0.105048 1.563930 -2.929032
C -1.603110 1.210290 -2.823094
C -1.691238 -0.356267 -2.804300
C -0.938459 -1.031088 -1.636160
C -0.073859 -2.236460 -2.126763
C 1.128153 -2.416788 -1.193563
O 0.745045 -2.952264 0.060311
C -2.475537 1.599267 -4.070102
C -1.885199 2.594686 -5.089309
C -1.396443 1.945609 -6.395351
C -0.845919 2.957864 -7.414193
C 0.135579 3.977725 -6.837232
O -0.578871 5.183671 -6.536394
C -0.135325 5.818369 -5.363015
O -2.208678 1.502374 -1.577113
C -2.271990 2.778050 -0.995799
C -1.134820 2.900251 0.046529
O -0.029074 3.545714 -0.590601
C 1.186586 3.413742 0.138098
C 1.729829 4.831215 0.430798
P -1.994076 4.262022 -2.141488
O -1.738040 5.532980 -1.104809
Br -3.997553 4.838198 -3.052404
C -3.680255 2.688225 -0.199016
I -4.183092 4.530952 0.832632
C -3.401650 1.642323 0.877362
C -3.721761 0.352844 0.728105
O -4.572072 2.225917 -1.163115
C -5.931472 2.016693 -0.967088
Br -6.640283 1.732669 0.826663
C -6.259896 0.692550 -1.763864
O -5.200851 0.376678 -2.634760
C -5.583836 -0.655446 -3.552161
C -4.646930 -1.884907 -3.445945
P -7.082992 3.293735 -1.789428
O -6.817146 3.214696 -3.394630
O -6.790527 4.785878 -1.220983
S -8.970233 2.862046 -1.491638
H 0.283807 0.100891 -4.670573
H 0.089103 2.622331 -3.114294
H 0.341637 1.378993 -1.950013
H -1.483891 -0.782082 -3.782684
H -2.758482 -0.528203 -2.632378
H -0.357564 -0.340473 -1.023342
H -1.692592 -1.468371 -0.970348
H -0.703725 -3.127982 -2.054719
H 0.214915 -2.113440 -3.170558
H 1.619970 -1.441182 -1.088430
H 1.842258 -3.130273 -1.610391
H 0.025069 -2.430747 0.423015
H -2.814481 0.715666 -4.612302
H -3.376945 2.049776 -3.640647
H -2.710546 3.242072 -5.410977
H -1.146934 3.280604 -4.682355
H -2.234165 1.424548 -6.871376
H -0.625353 1.189126 -6.229039
H -0.307000 2.383996 -8.176847
H -1.626086 3.512021 -7.938857
H 0.916754 4.237190 -7.561118
H 0.617717 3.630344 -5.917040
H -0.322991 6.892812 -5.409019
H -0.680971 5.446781 -4.483328
H 0.934941 5.680244 -5.174641
H -0.800146 1.905089 0.347383
H -1.420512 3.514272 0.905868
H 1.892919 2.846730 -0.470945
H 0.997825 2.940545 1.105598
H 2.302624 5.195645 -0.422152
H 0.862318 5.483916 0.537593
H 2.338259 4.841280 1.333860
H -2.423331 6.196441 -1.246538
H -2.955066 1.950747 1.815431
H -4.561547 -0.019983 0.156932
H -3.115128 -0.371363 1.264825
H -6.341689 -0.108630 -1.016835
H -7.229205 0.759797 -2.260930
H -5.559047 -0.205743 -4.547886
H -6.603319 -0.997426 -3.354431
H -5.261215 -2.769082 -3.300079
H -4.143251 -1.998107 -4.407801
H -3.953734 -1.758117 -2.618226
H -7.698812 3.069206 -3.765175
H -7.238140 5.390658 -1.829122
C -6.744040 -4.207284 0.979371
C -6.709258 -3.269619 -0.215808
C -8.108804 -2.838867 -0.628490
O -6.047948 -3.901499 -1.314342
H -7.298264 -5.118464 0.735751
H -5.732672 -4.504981 1.258233
H -7.217746 -3.734131 1.840489
H -6.112410 -2.389406 0.031340
H -8.706143 -3.706262 -0.923368
H -8.066452 -2.167664 -1.488328
H -8.622302 -2.326343 0.186136
H -6.548885 -4.688218 -1.554520
C 5.971193 -2.553598 -1.219411
C 5.785445 -2.949438 0.237113
C 5.344950 -4.400427 0.365647
O 4.820780 -2.094525 0.851548
H 5.029183 -2.654490 -1.766338
H 6.280020 -1.510734 -1.295576
H 6.722627 -3.176650 -1.706931
H 6.720627 -2.800022 0.778891
H 4.383362 -4.556292 -0.131373
H 5.211563 -4.669413 1.414909
H 6.076268 -5.079274 -0.075605
H 3.984548 -2.210769 0.386479
C 2.408631 -3.055241 4.044115
C 3.627507 -2.787969 4.912892
C 4.058448 -1.332964 4.835580
O 4.706408 -3.628977 4.503532
H 2.632716 -2.845837 2.994450
H 2.115389 -4.104247 4.105466
H 1.561153 -2.438608 4.349608
H 3.402717 -3.049525 5.948084
H 4.336658 -1.068515 3.811494
H 4.936183 -1.159609 5.459506
H 3.261069 -0.663406 5.163597
H 4.915173 -3.406472 3.588277
C 9.627799 -2.644000 5.849161
C 8.840171 -1.350060 5.711408
C 7.754592 -1.241571 6.770157
O 8.251242 -1.271971 4.412089
H 8.969426 -3.508862 5.723787
H 10.396091 -2.710690 5.083592
H 10.107028 -2.713830 6.827187
H 9.519237 -0.500024 5.793757
H 7.040410 -2.063481 6.665398
H 7.197169 -0.310711 6.652130
H 8.173092 -1.272110 7.777642
H 7.644287 -2.015132 4.324601
C 14.203831 -3.878232 3.418003
C 13.441582 -4.656551 4.479704
C 13.566394 -6.157241 4.264493
O 12.066335 -4.274340 4.472548
H 13.802137 -4.092501 2.423745
H 14.102337 -2.805326 3.584115
H 15.264696 -4.133305 3.424226
H 13.823932 -4.396647 5.467589
H 13.145212 -6.441540 3.296160
H 13.012797 -6.700558 5.030907
H 14.609134 -6.477061 4.294791
H 11.704020 -4.494232 3.607791
C -2.204831 -4.908483 1.696972
C -3.452315 -4.566437 0.896291
C -3.328407 -5.011934 -0.552313
O -3.699415 -3.160514 0.948041
H -1.329398 -4.401758 1.279554
H -2.310436 -4.577351 2.731023
H -2.013131 -5.982219 1.692860
H -4.320390 -5.044946 1.352487
H -2.488356 -4.503964 -1.037217
H -4.231079 -4.752940 -1.108685
H -3.167851 -6.089011 -0.623576
H -2.940231 -2.721657 0.549682
C -6.177309 7.460164 4.469016
C -5.990369 8.371915 3.265892
C -7.318011 8.938869 2.787015
O -5.354736 7.656897 2.206447
H -6.813213 6.609171 4.209390
H -5.217668 7.059472 4.797562
H -6.636642 7.993096 5.302968
H -5.317436 9.189253 3.528111
H -7.988764 8.133024 2.476365
H -7.167479 9.586825 1.922877
H -7.809836 9.514213 3.572824
H -5.935102 6.928862 1.956737

Atomic forces in eV per Å
H 0.1 0.0 0.0
N -0.1 0.0 -0.1
C 0.7 0.0 0.3
C -0.3 0.2 0.3
C 0.5 -2.2 -1.9
C -0.8 0.7 1.3
C -0.2 -1.1 -0.8
C -0.2 0.5 0.9
C -0.2 -0.1 -0.7
O 0.1 -0.1 0.2
C 0.3 1.4 0.7
C -0.8 -0.2 -0.8
C 0.0 0.4 -0.1
C 0.7 -0.3 0.0
C -0.4 0.5 0.0
O 0.1 -0.1 0.0
C -0.1 0.2 0.6
O 0.4 0.8 -0.4
C -1.1 0.3 1.7
C 0.6 0.6 -0.5
O -0.2 -0.6 0.0
C 0.2 1.3 0.2
C -0.3 -0.5 -0.5
P 0.9 0.5 -0.7
O -0.4 -0.7 -0.5
Br 0.2 -0.1 0.3
C 0.8 -0.8 0.6
I -0.1 0.1 0.0
C -1.1 -0.5 -0.4
C 0.5 0.3 0.5
O -0.4 0.7 0.6
C -0.3 -0.2 -1.4
Br 0.0 0.4 0.1
C 0.6 -0.4 0.7
O -0.7 0.1 -0.2
C 0.4 -0.3 0.1
C -0.9 0.4 -0.7
P -1.8 0.1 0.5
O 0.7 0.3 1.0
O 0.6 -1.1 -0.9
S 0.5 0.0 -0.3
H -0.5 0.2 0.1
H -0.1 0.0 -0.1
H 0.1 0.0 -0.1
H 0.3 0.0 0.0
H 0.4 0.2 -0.2
H 0.1 0.1 -0.2
H 0.0 0.3 0.1
H 0.2 -0.1 -0.2
H 0.2 0.1 0.1
H 0.1 -0.1 0.1
H 0.0 0.0 0.0
H 0.0 0.2 0.0
H 0.1 -0.1 0.1
H 0.0 -0.2 -0.1
H 0.1 0.1 0.2
H 0.1 -0.2 0.2
H 0.0 -0.1 0.1
H 0.0 0.0 0.2
H -0.1 0.1 -0.1
H -0.1 0.0 0.2
H 0.0 -0.2 0.0
H 0.0 -0.3 -0.1
H -0.1 -0.1 -0.3
H 0.1 -0.1 -0.1
H 0.0 0.0 -0.1
H -0.4 -0.1 0.1
H -0.2 -0.2 0.1
H 0.0 -0.2 0.2
H 0.0 -0.3 -0.2
H 0.1 0.1 0.1
H 0.1 0.1 0.2
H 0.1 0.1 -0.1
H -0.1 0.1 0.2
H 0.8 0.2 -0.5
H 0.7 -0.1 -0.8
H -0.7 -0.1 0.6
H -0.2 0.1 0.0
H 0.0 0.2 -0.1
H 0.0 -0.1 0.0
H 0.0 0.2 0.0
H 0.2 -0.1 0.2
H 0.4 -0.1 0.3
H -0.2 -0.3 -0.1
H -0.1 -0.1 -0.1
H -0.1 0.3 0.1
C 0.1 0.0 0.1
C -0.4 -0.2 0.1
C 0.0 0.1 -0.1
O -0.2 0.3 -0.1
H -0.1 0.0 0.0
H -0.7 0.3 0.0
H 0.0 0.0 0.0
H 0.1 -0.1 -0.1
H 0.0 0.0 0.1
H 0.0 0.0 0.0
H 0.0 0.0 0.0
H -0.1 0.0 0.0
C 0.1 0.2 0.0
C -0.4 -0.2 -0.4
C 0.0 0.0 0.2
O 0.2 0.1 0.3
H 0.0 -0.1 0.0
H 0.0 0.0 0.0
H 0.0 0.0 0.0
H -0.1 0.1 0.1
H 0.0 0.0 -0.1
H 0.0 0.0 0.0
H 0.0 0.0 0.0
H 0.0 0.0 0.0
C -0.1 -0.2 0.0
C 0.0 0.3 -0.5
C 0.1 0.1 0.1
O 0.1 -0.2 0.2
H 0.0 0.1 0.0
H 0.0 0.0 0.1
H 0.0 0.0 0.0
H 0.1 -0.1 0.0
H -0.1 0.0 0.0
H 0.0 0.0 0.0
H 0.0 0.0 0.0
H -0.1 0.1 0.0
C 0.0 0.1 -0.1
C -0.3 -0.5 0.1
C -0.1 0.2 0.0
O 0.2 0.2 -0.1
H -0.1 0.0 0.1
H 0.1 0.0 0.0
H 0.0 0.0 0.0
H 0.0 0.1 -0.1
H 0.1 -0.1 0.0
H 0.0 0.0 0.0
H 0.0 0.0 0.0
H 0.0 0.0 0.0
C 0.0 0.2 0.1
C 0.0 -0.2 -0.5
C 0.0 -0.1 0.2
O 0.1 0.0 0.2
H 0.0 -0.1 0.0
H 0.0 0.0 0.0
H 0.0 0.0 0.0
H -0.1 0.1 0.0
H 0.1 0.1 0.0
H 0.0 0.0 0.0
H 0.0 0.0 0.0
H 0.0 0.0 0.0
C -0.1 0.1 0.2
C 0.8 -0.1 -0.3
C -0.2 -0.1 -0.2
O -0.2 0.0 0.2
H 0.0 -0.1 -0.1
H 0.0 0.0 0.0
H 0.0 0.0 0.0
H 0.5 0.0 0.0
H 0.1 -0.1 0.1
H 0.3 -0.1 0.2
H 0.1 0.0 0.0
H 0.0 0.0 -0.1
C 0.2 0.0 0.1
C -0.4 -0.3 0.0
C 0.0 0.1 -0.1
O 0.2 0.1 0.0
H -0.1 0.1 0.0
H 0.0 0.0 0.0
H 0.0 0.0 0.0
H 0.1 0.0 -0.1
H 0.0 0.0 0.1
H 0.0 0.0 0.0
H 0.0 0.0 0.0
H -0.1 0.0 0.0

---

# 3
This record from the OMol25 dataset describes the molecule C6H12N2O3S. The level of theory is ωB97M-V/def2-TZVPD.

Values from the calculation:
SMILES: CN[C@H]1C(=O)N(C)CCS1(=O)=O
HOMO, eV: -9.0
HOMO-LUMO gap, eV: 9.441
Total charge: 0
Energy relative to the best compared isomer or geometry (same formula, charge and spin), eV: 3.526

Atoms and positions in Å:
C -2.875106 1.773680 -0.554788
N -1.522336 1.718428 0.037875
C -0.627150 0.673313 -0.359592
C 0.789916 0.904592 0.218639
O 1.153119 1.847203 0.864492
N 1.620794 -0.175379 0.017362
C 3.040695 0.170697 0.185227
C 1.230111 -1.495861 -0.518764
C 0.275684 -2.134780 0.451852
S -1.152701 -0.922418 0.405296
O -1.706161 -0.681847 1.736720
O -2.161788 -1.400538 -0.532932
H -2.672599 1.559751 -1.682094
H -3.429366 1.008771 -0.067756
H -3.424609 2.622725 -0.276762
H -1.512382 1.834719 1.040927
H -0.496715 0.675184 -1.487283
H 3.456730 -0.625685 0.924647
H 3.663591 0.142662 -0.702699
H 3.151294 1.061796 0.748489
H 1.986898 -2.227022 -0.563647
H 0.631991 -1.284367 -1.360040
H -0.152148 -3.043239 0.090308
H 0.732244 -2.002384 1.384521

Atomic forces in eV per Å
C 2.3 -2.2 -1.3
N 0.5 0.2 -0.3
C 0.9 1.8 0.3
C -0.6 -1.4 -0.1
O -0.4 1.1 0.0
N 1.8 0.5 -0.5
C 0.6 -3.4 2.1
C -1.3 1.6 1.3
C -1.6 2.8 -0.8
S -3.1 -1.4 0.3
O 1.5 0.3 -0.8
O 0.9 -0.4 -0.2
H -1.2 0.6 1.9
H -0.9 -1.3 -0.4
H -0.1 1.9 -0.3
H 0.0 0.1 0.1
H -0.6 -0.7 1.3
H -0.3 1.1 -1.3
H -0.3 0.1 -0.4
H -0.1 0.9 0.0
H 1.6 0.0 -1.0
H 0.1 -0.5 -2.0
H -0.1 -0.8 0.3
H 0.2 -0.8 1.8